Entry i
Here is a cluster of 8 separate species, C32H48O24 in total from the Open Molecules 2025 dataset. Energies are from wB97M-V/def2-TZVPD.

Last column: Löwdin charge in e.
Atoms and positions in Å:
C: -0.42435 1.10408 3.51790  -0.022
C: -0.77832 2.55641 3.65128  -0.268
C: -2.29893 2.86392 3.55927  -0.100
O: -2.50682 3.80878 4.58545  0.057
C: -1.54074 3.64956 5.54282  -0.563
O: -1.65535 4.02378 6.65939  0.176
O: -0.51165 2.94837 5.04013  0.074
H: -0.57190 0.85737 2.45865  0.077
H: -1.00434 0.42387 4.13225  0.086
H: 0.64240 0.95768 3.68853  0.084
H: -0.17358 3.28847 3.11879  0.160
H: -2.87169 1.96379 3.77912  0.129
H: -2.44198 3.29502 2.57073  0.127
C: -4.71486 1.95001 0.27149  -0.002
C: -3.86228 1.98259 -0.97817  -0.286
C: -3.82695 3.32887 -1.72168  -0.059
O: -2.49005 3.80611 -1.53325  0.088
C: -1.74484 2.87744 -0.91436  -0.577
O: -0.58331 2.96935 -0.64909  0.149
O: -2.47328 1.78748 -0.62441  0.041
H: -5.73995 1.81856 -0.07587  0.103
H: -4.54520 2.84532 0.86897  0.091
H: -4.43460 1.08506 0.86775  0.060
H: -4.08189 1.12447 -1.60925  0.133
H: -4.56634 4.04117 -1.36832  0.136
H: -3.98196 3.14554 -2.78501  0.136
C: -1.10706 -4.22486 -4.67528  -0.020
C: -2.22938 -5.00422 -4.04515  -0.299
C: -3.22870 -4.18189 -3.19258  -0.084
O: -4.45183 -4.24401 -3.91825  0.070
C: -4.33455 -5.02563 -5.00313  -0.569
O: -5.18135 -5.22645 -5.80811  0.167
O: -3.07079 -5.51168 -5.09065  0.073
H: -0.66580 -4.83829 -5.45841  0.089
H: -0.33723 -4.01243 -3.92733  0.080
H: -1.41866 -3.24739 -5.04242  0.093
H: -1.88659 -5.83858 -3.43558  0.151
H: -2.95926 -3.12728 -3.13774  0.119
H: -3.37694 -4.58870 -2.19492  0.127
C: 3.49086 2.26197 1.99373  -0.034
C: 4.87217 2.84920 2.26812  -0.289
C: 5.71180 2.95706 0.97664  -0.098
O: 6.32212 4.23590 1.07002  0.068
C: 5.73891 4.94388 2.07295  -0.566
O: 6.05458 6.04439 2.37039  0.173
O: 4.73023 4.23937 2.61819  0.081
H: 2.95887 2.11586 2.93383  0.080
H: 3.77223 1.27096 1.61733  0.085
H: 2.87135 2.82789 1.30450  0.088
H: 5.31582 2.31288 3.10502  0.156
H: 5.05716 2.84347 0.11556  0.117
H: 6.49305 2.19958 1.00249  0.139
C: 1.64063 0.59512 -0.75993  -0.012
C: 0.25529 -0.00364 -0.86119  -0.279
C: -0.31242 -0.12730 -2.28347  -0.051
O: -0.88601 -1.43850 -2.28982  0.061
C: -0.45079 -2.14382 -1.23109  -0.579
O: -0.74609 -3.27310 -0.99185  0.142
O: 0.38793 -1.40302 -0.48462  0.072
H: 2.43538 -0.06444 -1.10597  0.093
H: 1.91268 0.90774 0.24545  0.058
H: 1.60675 1.51338 -1.35593  0.085
H: -0.43541 0.51176 -0.20217  0.120
H: 0.41211 -0.02521 -3.08710  0.140
H: -1.12693 0.58822 -2.36171  0.124
C: 0.52604 -5.03391 2.12805  -0.009
C: 0.71402 -3.54045 2.28756  -0.293
C: 0.31818 -2.96994 3.66508  -0.097
O: 1.32704 -2.02062 3.92030  0.063
C: 2.38837 -2.21250 3.09380  -0.573
O: 3.37562 -1.56294 3.14705  0.165
O: 2.12030 -3.16737 2.19548  0.092
H: -0.38045 -5.28463 2.68050  0.086
H: 1.35062 -5.57356 2.59892  0.095
H: 0.55010 -5.31476 1.07906  0.084
H: 0.24145 -2.97727 1.48209  0.118
H: 0.12259 -3.78891 4.35959  0.134
H: -0.61544 -2.42145 3.52647  0.109
C: 3.68892 2.44493 -4.22895  -0.017
C: 4.71568 1.88985 -3.25758  -0.325
C: 5.95084 1.18800 -3.86127  -0.091
O: 7.05183 1.94530 -3.39743  0.079
C: 6.64353 2.86905 -2.50488  -0.553
O: 7.35308 3.51106 -1.80825  0.187
O: 5.28567 2.94332 -2.48399  0.068
H: 4.17032 3.12344 -4.93241  0.095
H: 2.93517 2.88954 -3.58371  0.084
H: 3.28773 1.63994 -4.84658  0.087
H: 4.21806 1.18482 -2.58419  0.133
H: 5.88318 1.24558 -4.95331  0.130
H: 6.04105 0.12598 -3.64034  0.132
C: -3.09617 -0.92562 2.42356  -0.016
C: -3.25686 -1.91592 1.27573  -0.311
C: -4.45670 -2.90299 1.33617  -0.070
O: -5.21759 -2.53696 0.20319  0.095
C: -4.63992 -1.54707 -0.48544  -0.544
O: -5.08096 -1.04115 -1.46395  0.170
O: -3.44734 -1.17681 0.08177  0.058
H: -2.62274 -1.26558 3.33917  0.074
H: -4.09886 -0.57647 2.68884  0.095
H: -2.53317 -0.12799 1.94155  0.067
H: -2.38416 -2.57149 1.19604  0.134
H: -4.99560 -2.79109 2.27730  0.133
H: -4.08478 -3.92461 1.30209  0.132

Calculated values
* net charge: 0
* gap between HOMO and LUMO: 0.3816 Ha
* SMILES string: C[C@H]1COC(=O)O1.C[C@H]1COC(=O)O1.C[C@H]1COC(=O)O1.C[C@H]1COC(=O)O1.C[C@H]1COC(=O)O1.C[C@H]1COC(=O)O1.C[C@H]1COC(=O)O1.C[C@H]1COC(=O)O1

---

Entry ii
Here is a cluster of 8 separate species, C32H48O24 in total from the Open Molecules 2025 dataset. Energies are from wB97M-V/def2-TZVPD.

Last column: Löwdin charge in e.
Atoms and positions in Å:
C: 2.50419 -0.87596 2.61477  0.002
C: 1.49019 0.07304 1.89777  -0.258
C: 1.97819 0.56504 0.48077  -0.061
O: 0.86419 0.40104 -0.31523  0.102
C: -0.00781 -0.33796 0.28877  -0.556
O: -0.98081 -0.84096 -0.33923  0.061
O: 0.33319 -0.62496 1.51877  0.099
H: 2.89419 -1.76696 1.94277  0.124
H: 2.05219 -1.40196 3.54877  0.112
H: 3.33319 -0.20596 2.83377  0.079
H: 1.15019 0.76704 2.55477  0.106
H: 2.65719 -0.16596 0.21877  0.100
H: 2.54719 1.44204 0.50677  0.115
C: 0.21319 -5.77196 1.77177  0.038
C: -0.12781 -4.25296 1.58977  -0.221
C: -1.65981 -4.01096 1.72377  0.001
O: -1.78581 -3.55896 3.13877  0.118
C: -0.61081 -3.32696 3.57277  -0.685
O: -0.39881 -2.86396 4.67977  0.117
O: 0.32919 -3.62796 2.75077  0.108
H: -0.23381 -6.39996 0.92377  0.134
H: -0.04881 -6.17196 2.56877  0.002
H: 1.19019 -5.85396 1.90377  0.043
H: 0.17719 -3.79396 0.75977  0.108
H: -2.32681 -4.90796 1.60077  0.158
H: -1.86381 -3.31696 1.07677  0.042
C: -2.79981 -3.35596 -2.03723  -0.010
C: -4.41581 -3.31896 -2.22423  -0.297
C: -5.20481 -3.09596 -0.91923  -0.048
O: -6.04381 -2.05596 -1.40823  0.078
C: -5.57081 -1.47996 -2.50423  -0.616
O: -6.03281 -0.44496 -2.85223  0.180
O: -4.65181 -2.24996 -3.00423  0.098
H: -2.42181 -4.19796 -1.28623  0.108
H: -2.26481 -2.58496 -1.54823  0.023
H: -2.38381 -3.64796 -3.00123  0.071
H: -4.62381 -4.20696 -2.75823  0.137
H: -4.62181 -2.70596 -0.12023  0.122
H: -5.70581 -4.05796 -0.77623  0.141
C: -2.01581 3.59604 1.98377  0.022
C: -0.68781 4.33204 2.50377  -0.331
C: -0.31881 4.14704 3.87877  -0.102
O: 1.07819 3.84604 3.77777  0.073
C: 1.54519 3.73904 2.51977  -0.543
O: 2.66519 3.56304 2.18877  0.173
O: 0.44319 3.95904 1.73277  0.079
H: -2.13681 3.79704 0.84777  0.122
H: -2.89481 3.88804 2.55277  0.089
H: -1.86781 2.59204 1.96577  0.014
H: -0.82281 5.41604 2.33777  0.155
H: -1.00081 3.43904 4.12877  0.084
H: -0.35181 5.14604 4.44077  0.176
C: 1.67219 -2.43696 -2.67623  0.004
C: 2.62719 -1.63196 -3.57223  -0.217
C: 2.71419 -0.17096 -3.08223  -0.004
O: 4.11319 -0.15796 -2.66823  0.088
C: 4.75719 -1.21896 -2.93623  -0.617
O: 6.02719 -1.42896 -2.78223  0.036
O: 4.00319 -2.12196 -3.44223  0.119
H: 1.93519 -2.32496 -1.68823  0.061
H: 1.48919 -3.29896 -3.10423  0.029
H: 0.60119 -2.13196 -2.55223  0.099
H: 2.34119 -1.79396 -4.66023  0.174
H: 2.11319 -0.09996 -2.19223  0.105
H: 2.57719 0.45904 -3.92823  0.112
C: -1.92781 -0.56796 -3.77723  -0.012
C: -1.52681 -0.00996 -5.17323  -0.228
C: -1.48481 1.63204 -5.24023  -0.059
O: -0.19581 1.90304 -5.66323  0.112
C: 0.54219 0.86104 -5.67323  -0.582
O: 1.66719 0.98004 -6.18423  0.106
O: -0.12581 -0.22296 -5.24923  0.057
H: -1.42981 0.18404 -2.92823  0.150
H: -1.72181 -1.58296 -3.65623  0.014
H: -2.98181 -0.48296 -3.34423  0.093
H: -2.09081 -0.30296 -6.06423  0.147
H: -1.62681 2.07404 -4.40823  0.052
H: -2.37181 1.86404 -5.98623  0.175
C: -1.68381 0.46004 4.93477  0.012
C: -2.84181 -0.05896 4.04777  -0.311
C: -3.91981 -0.80696 4.76577  -0.113
O: -4.94381 0.07604 4.74977  0.129
C: -4.69781 1.07704 3.92277  -0.590
O: -5.51081 1.90004 3.57477  0.147
O: -3.49581 0.99404 3.43877  0.110
H: -1.42081 -0.31996 5.65177  0.091
H: -1.90381 1.05104 5.73977  0.053
H: -1.02481 0.90504 4.15777  0.091
H: -2.37581 -0.63496 3.22377  0.155
H: -3.56781 -0.94796 5.75477  0.138
H: -4.10481 -1.63496 4.27377  0.094
C: 6.88819 4.78104 -0.42123  -0.006
C: 5.63719 4.38204 -1.39023  -0.314
C: 4.82319 3.20504 -1.08623  -0.087
O: 3.46019 3.74304 -0.88623  0.053
C: 3.52319 5.10504 -1.01523  -0.534
O: 2.62019 5.90404 -0.90223  0.138
O: 4.77919 5.49704 -1.28423  0.058
H: 7.31219 5.91804 -0.48023  0.129
H: 7.88219 4.03204 -0.32523  0.137
H: 6.43819 4.67004 0.46877  -0.004
H: 5.78319 4.44304 -2.49523  0.163
H: 5.22819 2.66404 -0.21123  0.139
H: 4.85719 2.40004 -1.80623  0.120

Calculated values
* net charge: 0
* gap between HOMO and LUMO: 0.3728 Ha
* SMILES string: C[C@H]1COC(=O)O1.C[C@H]1COC(=O)O1.C[C@H]1COC(=O)O1.C[C@H]1COC(=O)O1.C[C@H]1COC(=O)O1.C[C@H]1COC(=O)O1.C[C@H]1COC(=O)O1.C[C@H]1COC(=O)O1

---

Entry iii
Here is a cluster of 8 separate species, C32H48O24 in total from the Open Molecules 2025 dataset. Energies are from wB97M-V/def2-TZVPD.

Last column: Löwdin charge in e.
Atoms and positions in Å:
C: 1.24577 -5.16767 6.77759  -0.002
C: 0.03063 -4.59260 6.03684  -0.367
C: -0.76518 -3.55563 6.71137  -0.115
O: -0.86040 -2.50123 5.75163  0.072
C: -0.13962 -2.82917 4.62434  -0.477
O: -0.06085 -2.19839 3.61596  0.158
O: 0.55889 -4.00244 4.88675  0.064
H: 1.88742 -4.41914 7.24246  0.090
H: 1.91944 -5.71980 6.12231  0.089
H: 0.98391 -5.82812 7.60423  0.086
H: -0.73870 -5.29601 5.71839  0.156
H: -0.09346 -3.19903 7.49223  0.127
H: -1.61145 -3.90666 7.30187  0.146
C: -1.52903 2.00119 -5.36800  -0.029
C: -1.81921 1.40473 -6.68043  -0.286
C: -3.10972 1.91002 -7.23862  -0.036
O: -2.64045 2.62479 -8.47327  0.091
C: -1.35493 2.35114 -8.64375  -0.700
O: -0.74162 2.56488 -9.70625  0.094
O: -0.86976 1.93540 -7.62928  0.161
H: -1.76409 3.03331 -5.10805  0.099
H: -0.44573 2.05786 -5.26143  0.084
H: -2.03661 1.57589 -4.50222  0.092
H: -1.80922 0.31559 -6.72253  0.161
H: -3.59979 2.58182 -6.53390  0.131
H: -3.76525 1.05812 -7.41925  0.129
C: 2.56407 -2.67918 -2.55302  -0.032
C: 2.27355 -2.21397 -3.95660  -0.345
C: 0.78447 -1.92884 -4.26172  -0.078
O: 0.70475 -0.50339 -4.32742  0.072
C: 1.92779 0.04942 -4.25038  -0.499
O: 2.17919 1.23606 -4.41060  0.140
O: 2.81312 -0.95983 -4.12196  0.097
H: 1.78410 -3.41983 -2.37646  0.088
H: 2.77099 -1.88402 -1.83678  0.096
H: 3.49448 -3.24068 -2.63749  0.082
H: 2.60028 -3.05486 -4.56836  0.152
H: 0.08838 -2.33642 -3.52862  0.125
H: 0.54664 -2.52888 -5.14007  0.127
C: 2.48158 2.15063 6.25371  0.007
C: 1.32687 1.87841 5.28146  -0.315
C: -0.05626 2.41721 5.49238  -0.097
O: -0.31650 3.36877 4.48355  0.124
C: 0.66547 3.45634 3.68434  -0.633
O: 0.73883 4.19046 2.72594  0.145
O: 1.55718 2.52167 4.03166  0.073
H: 2.58877 3.22546 6.39980  0.096
H: 3.33212 1.54277 5.94519  0.093
H: 2.05217 1.78014 7.18453  0.081
H: 1.14169 0.82626 5.06519  0.146
H: -0.23871 2.72898 6.52078  0.138
H: -0.76538 1.59817 5.37231  0.132
C: 0.55034 -1.47613 0.44650  0.002
C: -0.62967 -0.44693 0.66417  -0.324
C: -0.01253 0.87537 1.09014  -0.095
O: -0.68079 1.68457 0.17800  0.086
C: -1.49239 0.96502 -0.67199  -0.536
O: -2.31918 1.38717 -1.54541  0.069
O: -1.33813 -0.22778 -0.45080  0.160
H: 1.05145 -1.76657 1.36987  0.069
H: 1.25978 -0.92924 -0.17455  0.078
H: 0.19683 -2.39796 -0.01540  0.079
H: -1.35970 -0.72893 1.42288  0.154
H: 1.03761 0.77125 0.81727  0.125
H: -0.16099 0.98380 2.16452  0.139
C: 3.82754 6.03923 -1.40979  -0.008
C: 2.73428 4.96723 -1.10219  -0.270
C: 1.94199 4.20535 -2.19652  -0.060
O: 2.01302 2.82715 -1.78462  0.056
C: 3.02800 2.66151 -0.96381  -0.484
O: 3.53200 1.54619 -0.60067  0.052
O: 3.45126 3.87876 -0.45467  0.054
H: 4.63015 5.50958 -1.92302  0.086
H: 4.29862 6.36520 -0.48247  0.077
H: 3.46105 6.96965 -1.84351  0.080
H: 1.85165 5.32913 -0.57485  0.141
H: 2.33019 4.27161 -3.21290  0.138
H: 0.90901 4.52682 -2.06343  0.134
C: 1.30683 -5.64233 1.45184  -0.008
C: 2.77412 -5.41126 1.22753  -0.320
C: 3.10868 -4.07923 0.65175  -0.097
O: 4.04918 -3.62405 1.61187  0.115
C: 4.26051 -4.45868 2.59721  -0.595
O: 4.99230 -4.34112 3.54947  0.142
O: 3.63068 -5.62286 2.39785  0.108
H: 1.32296 -6.69036 1.75096  0.085
H: 0.65502 -5.64257 0.57819  0.094
H: 0.93365 -5.07990 2.30771  0.082
H: 3.18626 -6.07699 0.46922  0.149
H: 2.26325 -3.41858 0.45972  0.099
H: 3.48926 -4.32883 -0.33868  0.123
C: -6.57202 2.24926 0.37157  -0.020
C: -6.06203 1.80924 -1.03759  -0.271
C: -7.08761 0.99058 -1.93757  -0.165
O: -7.46307 1.90677 -2.82240  0.020
C: -6.56336 3.02724 -2.90852  -0.393
O: -6.61179 3.89364 -3.84542  0.081
O: -5.81364 2.97679 -1.81519  0.092
H: -6.62586 1.48801 1.14984  0.082
H: -7.55830 2.69108 0.22958  0.084
H: -5.85787 3.02784 0.63970  0.085
H: -5.18873 1.20431 -0.79366  0.133
H: -7.92911 0.82313 -1.26531  0.129
H: -6.66128 0.11816 -2.43277  0.133

Calculated values
* net charge: 0
* gap between HOMO and LUMO: 0.3534 Ha
* SMILES string: C[C@H]1COC(=O)O1.C[C@H]1COC(=O)O1.C[C@H]1COC(=O)O1.C[C@H]1COC(=O)O1.C[C@H]1COC(=O)O1.C[C@H]1COC(=O)O1.C[C@H]1COC(=O)O1.C[C@H]1COC(=O)O1

---

Which structure is most stable, and how do the rest compare? From most to least stable: entry i, entry iii, entry ii.

---

Entry i
Here is a structure of composition CH2N2O3 from the Open Molecules 2025 dataset. Energies are from wB97M-V/def2-TZVPD.

Last column: Löwdin charge in e.
Atoms and positions in Å:
C: 0.27996 -0.61187 0.06474  -0.013
N: 1.14949 0.91678 -0.59524  0.108
N: -0.96288 0.04675 0.05942  -0.527
O: -1.36611 0.51079 -0.98911  0.041
O: 1.86912 1.39131 0.13708  0.100
O: -1.55804 0.16581 1.08601  0.073
H: 0.20852 -1.31765 -0.77501  0.115
H: 0.37994 -1.10193 1.01211  0.102

Calculated values
* net charge: 0
* gap between HOMO and LUMO: 0.3316 Ha

---

Entry ii
Here is an isolated molecule of CH2N2O3 from the Open Molecules 2025 dataset. Energies are from wB97M-V/def2-TZVPD.

Last column: Löwdin charge in e.
Atoms and positions in Å:
N: 1.44909 0.21365 0.07568  0.097
N: 0.32322 0.17215 0.71281  -0.059
O: -0.63836 -1.04273 0.29679  0.087
C: -1.47166 -0.12964 -0.15547  -0.625
O: -2.55227 -0.13391 -0.57672  0.190
O: -0.67512 1.03566 0.03999  0.062
H: 1.50417 0.43378 -0.85965  0.086
H: 2.06092 -0.54896 0.46657  0.161

Calculated values
* net charge: 0
* gap between HOMO and LUMO: 0.4098 Ha
* SMILES string: Nn1oc(=O)o1

---

Entry iii
Here is an isolated molecule of CH2N2O3 from the Open Molecules 2025 dataset. Energies are from wB97M-V/def2-TZVPD.

Last column: Löwdin charge in e.
Atoms and positions in Å:
H: -1.09937 0.80664 -1.48232  0.133
N: -0.57210 0.40770 -0.71017  0.134
N: -0.07989 -0.72205 -0.71381  -0.344
O: -0.21647 -1.65854 -1.46429  0.103
O: 0.88569 -0.63207 0.35233  0.080
C: 0.48639 0.40195 1.14930  -0.399
O: 1.20615 1.12718 1.71416  0.160
H: -0.61039 0.26918 1.15480  0.133

Calculated values
* net charge: 0
* gap between HOMO and LUMO: 0.3949 Ha
* SMILES string: [H]/N=[N+](\[O-])OC=O

---

Entry iv
Here is an isolated molecule of CH2N2O3 from the Open Molecules 2025 dataset. Energies are from wB97M-V/def2-TZVPD.

Last column: Löwdin charge in e.
Atoms and positions in Å:
C: -1.43393 0.05247 -0.30787  0.253
N: 0.11635 0.37412 0.50588  -0.170
O: 0.28983 1.24096 1.32742  0.041
N: 1.27909 -0.28886 -0.14627  -0.397
O: 1.00312 -1.12219 -0.94607  0.095
O: 2.32753 0.09055 0.25929  0.136
H: -2.24182 0.43687 0.26798  0.029
H: -1.34016 -0.78393 -0.96036  0.014

Calculated values
* net charge: 0
* gap between HOMO and LUMO (alpha / beta): 0.3060 / 0.3440 Ha
* SMILES string: C=[N+]([O-])[N+](=O)[O-]

---

Which structure is most stable, and how do the rest compare? From most to least stable: entry ii, entry iii, entry i, entry iv.